Record 1
ORCA calculation (ωB97M-V with the def2-TZVPD basis set) on a cluster of 2 separate species, C6H10 in total.

Structure (XYZ):
```
16
Properties=species:S:1:pos:R:3:forces:R:3
C -1.460 -0.219 0.863 -0.29 0.03 -0.07
C 0.783 0.281 -0.973 -0.14 -0.08 0.29
H -2.326 -0.558 -1.062 0.11 0.11 0.08
H 2.354 -1.433 1.342 -0.02 0.15 -0.06
C 2.364 -0.392 1.003 0.06 -0.01 0.02
H -0.504 1.600 -2.001 0.03 -0.15 0.07
H 3.280 -0.227 0.429 -0.12 -0.02 0.09
C -0.296 0.560 -1.755 0.25 0.03 -0.13
H -1.556 -1.266 1.145 0.04 0.15 -0.05
C 1.164 -0.091 0.178 -0.07 0.10 -0.30
H -1.509 0.489 1.688 0.05 -0.10 -0.14
H 0.029 -0.221 0.723 0.15 0.00 -0.04
H -2.279 1.188 -0.524 0.11 -0.14 0.01
H -0.555 -0.140 -2.547 0.02 0.08 0.15
H 2.395 0.243 1.894 -0.02 -0.08 -0.14
C -1.884 0.184 -0.403 -0.16 -0.07 0.23
```
Positions in Å, forces in eV/Å.

LUMO in eV: 0.97
HOMO energy in eV: -8.544
Orbital gap in eV: 9.5

Record 2
ORCA calculation (ωB97M-V with the def2-TZVPD basis set) on a cluster of 2 separate species, C4H11N3O2 in total.

Structure (XYZ):
```
20
Properties=species:S:1:pos:R:3:forces:R:3
N -0.283 -0.732 -0.129 0.60 0.15 0.83
H -0.069 1.550 -1.085 0.10 -0.28 0.33
H -3.985 -1.914 -0.372 0.18 0.00 0.10
N -0.999 1.172 -1.184 0.01 0.55 -0.51
C 3.606 0.918 1.441 -0.19 0.35 0.43
C -1.251 -0.059 -0.643 -0.01 0.12 -0.95
H 4.264 1.696 1.064 0.14 0.01 -0.19
H 3.979 -0.061 1.173 0.07 -0.11 -0.23
H 1.041 -0.064 -0.184 -0.04 0.53 0.20
H -1.380 1.360 -2.098 -0.21 -0.05 0.14
C 2.209 1.159 0.925 -0.39 -0.13 -0.36
H 3.598 1.018 2.521 -0.01 0.04 0.15
O 1.407 1.893 1.460 0.17 -0.12 0.14
H -0.441 -1.439 0.578 -0.47 -0.08 -0.49
C -2.899 -1.847 -0.448 0.28 0.01 -0.68
H -2.431 -2.125 0.484 -0.16 -0.04 0.39
N -2.519 -0.493 -0.823 -0.62 -1.08 0.69
H -3.251 0.025 -1.272 0.40 0.62 0.05
H -2.541 -2.559 -1.203 -0.16 -0.02 0.10
O 1.946 0.502 -0.204 0.32 -0.47 -0.12
```
Positions in Å, forces in eV/Å.

LUMO in eV: 0.62
HOMO energy in eV: -9.351
Orbital gap in eV: 10.0